Entry from the Open Molecules 2025 dataset: 2 unconnected molecules or ions with the total composition C3H10N2O (ωB97M-V/def2-TZVPD).

As for the HOMO energy (spin up / spin down): -7.71 / -7.71 eV. The calculation puts the orbital gap (spin up / spin down) at 7.93 / 7.94 eV. Its charge is 0. The molecular weight comes out at 90.13 Da. The calculation puts the largest force on an atom at 0.606 eV/A. The lowest unoccupied orbital energy (spin up / spin down) comes out at 0.23 / 0.23 eV. Its spin multiplicity is 1. The value obtained for the energy above the lowest of the compared OMol25 structures with the same formula, charge and spin is 100.57 kcal per mole.

Atoms and positions in Å:
C 0.08323 0.19697 2.42824
O -0.20067 -0.02518 1.09332
H -0.38811 -1.23525 -0.16753
H 1.16690 0.31054 2.63145
H -0.40856 1.10397 2.82704
H -0.25791 -0.63705 3.07071
C 1.60555 0.12283 -1.15380
N -2.07335 -0.61836 -1.12246
C 0.13716 0.25239 -1.28155
N -0.66278 -0.74693 -1.05570
H -2.33944 -0.14876 -0.25558
H -2.30820 -0.02828 -1.91389
H -0.28900 1.14945 -1.72259
H 2.05656 -0.02677 -2.14281
H 1.86358 -0.70977 -0.50298
H 2.01504 1.04020 -0.73189

=====

Entry from the Open Molecules 2025 dataset: 2 unconnected molecules or ions with the total composition C3H10N2O in a non-equilibrium geometry (ωB97M-V/def2-TZVPD).

As for the HOMO energy (spin up / spin down): -13.22 / -11.71 eV. The calculation puts the orbital gap (spin up / spin down) at 10.28 / 2.83 eV. Its charge is +1. The molecular weight comes out at 90.13 Da. The calculation puts the largest force on an atom at 1.803 eV/A. The lowest unoccupied orbital energy (spin up / spin down) comes out at -2.95 / -8.88 eV. Its spin multiplicity is 2. The value obtained for the energy above the lowest of the compared OMol25 structures with the same formula, charge and spin is 91.89 kcal per mole.

Atoms and positions in Å:
C 0.20051 0.43241 -2.67978
C 1.53293 0.41451 -2.89633
O 2.11038 -0.28885 -3.88260
H -0.38688 -0.41837 -3.01299
H -0.34158 1.36555 -2.56809
H 2.23447 1.02036 -2.32168
H 2.63960 -1.01446 -3.50378
N -0.52676 1.05057 2.19314
C -0.66946 -0.34697 2.50216
N -1.65336 -1.02685 1.73658
H 0.41553 1.19024 1.83490
H -0.43291 1.55173 3.07595
H -0.92845 -0.51239 3.56527
H 0.27061 -0.90518 2.42618
H -1.92534 -1.97805 1.91540
H -2.53930 -0.53426 1.61567

=====

Entry from the Open Molecules 2025 dataset: 2 unconnected molecules or ions with the total composition C3H10N2O2 in a non-equilibrium geometry (ωB97M-V/def2-TZVPD).

As for the HOMO energy: -8.64 eV. The calculation puts the orbital gap at 9.43 eV. Its charge is 0. The molecular weight comes out at 106.12 Da. The calculation puts the largest force on an atom at 1.955 eV/A. The SMILES is NCNCC=O.O. The lowest unoccupied orbital energy comes out at 0.79 eV. Its spin multiplicity is 1. The value obtained for the energy above the lowest of the compared OMol25 structures with the same formula, charge and spin is 59.21 kcal per mole.

Atoms and positions in Å:
N -1.05507 1.78640 -0.45102
C -0.29833 0.95944 -1.39634
N 0.04627 -0.37824 -0.90343
C -0.91227 -1.18143 -0.10366
C -0.39841 -1.14312 1.33189
O -0.42795 -0.20620 2.08217
H -1.72840 1.17924 0.00406
H -0.38213 2.04391 0.26324
H -0.80678 0.90544 -2.37089
H 0.64339 1.45722 -1.62977
H 0.25780 -0.96782 -1.69471
H -0.75470 -2.19078 -0.46115
H -1.92168 -0.76213 -0.13841
H 0.08427 -2.10458 1.63243
O 2.30265 0.23537 0.94955
H 2.73944 -0.54318 1.31777
H 2.61190 0.91045 1.56828